Entry from OMol25: the ion C3H9IN3 with charge +1 (the ωB97M-V functional and the def2-TZVPD basis).

The total energy comes out at -15821.0042 eV. As for the HOMO energy: -13.60 eV. For the lowest unoccupied orbital energy, the calculation gives -4.81 eV. Its charge is +1. The SMILES is NCCN(I)C=[NH2+]. The frontier orbital gap comes out at 8.79 eV.

```
16
C3H9IN3 | OMol25 | the ωB97M-V functional and the def2-TZVPD basis
H 1.8583 -2.2809 -0.3352
H -0.8731 -1.2124 0.2113
H -0.3969 -2.8433 -0.1574
H -0.5027 0.4459 -1.3717
N 1.5510 -0.3042 0.1470
H -2.6448 1.0470 -0.7110
N -1.9845 0.8905 0.0400
H 1.0856 1.6218 0.7903
C -0.6011 1.0747 -0.4817
C 0.5317 0.7151 0.5470
C 1.1241 -1.5235 -0.0797
H -0.4280 2.1098 -0.8046
N -0.1345 -1.8802 -0.0031
I 3.5298 0.2143 -0.0347
H 0.0623 0.3606 1.4716
H -2.1773 1.5648 0.7719
```